(1)
Here is 2 unconnected molecules or ions with the total composition C3H6N4O3 at a distorted geometry from the OMol25 dataset. Energies are from ωB97M-V/def2-TZVPD.

Last column: Mulliken charge in e.
Cartesian coordinates (Å):
N  0.6807  0.9939  2.0038  -0.501
C  1.1132  0.2091  0.9696  0.543
N  1.9065  -0.8495  1.1140  -0.747
N  2.1292  -1.2697  -0.1262  0.335
N  1.5272  -0.5959  -1.0723  -0.544
C  0.9215  0.3796  -0.4216  0.520
O  0.4167  1.4872  -1.0870  -0.338
C  -0.9181  1.6339  -1.1546  0.059
O  -1.6825  0.7785  -1.5069  -0.418
H  -0.0596  1.6618  1.7937  0.212
H  0.5907  0.5332  2.8996  0.260
H  2.7683  -2.0274  -0.3284  0.241
H  -1.1957  2.6461  -0.8246  0.386
O  -2.4045  -2.0791  -0.7465  -0.614
H  -2.6553  -1.3909  -0.1232  0.296
H  -3.1382  -2.1107  -1.3894  0.310

The value obtained for the energy above the lowest of the compared OMol25 structures with the same formula, charge and spin is 144.1 kJ/mol. Its total energy is -15309.7321 eV. For the gap between HOMO and LUMO, the calculation gives 9.4 eV. For the LUMO energy, the calculation gives 0.6 eV. Its total charge is 0. For the highest occupied orbital energy, the calculation gives -8.80 eV. As for the structure (SMILES): Nc1n[nH]nc1OC=O.O.

***

(2)
Here is a molecular structure, C9H10AsBF6FeN6 from the OMol25 dataset. Energies are from ωB97M-V/def2-TZVPD.

Last column: Löwdin spin population.
Cartesian coordinates (Å):
Fe  0.1065  -0.7049  0.1890  0.980
C  3.5933  1.3103  0.7192  -0.001
C  2.8842  0.1183  0.7611  -0.002
N  1.6200  0.3632  0.3955  -0.014
N  1.4914  1.6797  0.1202  0.007
C  2.6755  2.2678  0.3187  0.003
B  0.0996  2.1981  -0.3329  0.001
N  -0.8855  1.7944  0.7973  0.006
C  -1.7341  2.4787  1.5714  0.003
C  -2.3902  1.5950  2.4131  -0.001
C  -1.8719  0.3444  2.1079  -0.001
N  -0.9686  0.4877  1.1305  -0.014
N  -0.2949  1.3536  -1.5720  0.005
C  -0.6408  1.6768  -2.8253  0.004
C  -0.9093  0.5177  -3.5277  -0.001
C  -0.6982  -0.5228  -2.6310  0.000
N  -0.3309  0.0123  -1.4581  -0.016
H  4.6331  1.4570  0.9499  0.000
H  3.2044  -0.8784  1.0201  0.000
H  2.7920  3.3262  0.1534  0.000
H  0.0903  3.3613  -0.5629  0.000
H  -1.8258  3.5472  1.4662  0.000
H  -3.1405  1.8261  3.1476  0.000
H  -2.0980  -0.6281  2.5168  0.000
H  -0.6776  2.7083  -3.1338  0.000
H  -1.2155  0.4371  -4.5556  0.000
H  -0.7901  -1.5910  -2.7497  0.000
F  0.0694  -2.4943  0.3771  0.032
As  -0.4331  -4.5670  0.5254  0.004
F  -1.6845  -3.9220  1.4969  0.001
F  -0.8477  -6.1866  0.6403  0.000
F  -1.3627  -4.1707  -0.8553  0.001
F  0.9311  -4.7219  -0.4847  0.002
F  0.6090  -4.4736  1.8711  0.002

The value obtained for the energy above the lowest of the compared OMol25 structures with the same formula, charge and spin is 68.1 kJ/mol. Its total energy is -130640.0170 eV. For the gap between HOMO and LUMO (alpha / beta), the calculation gives 7.9 / 8.1 eV. Its spin multiplicity is 2. For the LUMO energy (alpha / beta), the calculation gives -5.8 / -5.6 eV. Its total charge is +1. For the highest occupied orbital energy (alpha / beta), the calculation gives -13.71 / -13.71 eV.